Record 1
{"formula": "C10H21O2P", "method": "ωB97M-V/def2-TZVPD", "symbols": ["C", "C", "C", "C", "C", "C", "C", "C", "C", "C", "O", "O", "P", "H", "H", "H", "H", "H", "H", "H", "H", "H", "H", "H", "H", "H", "H", "H", "H", "H", "H", "H", "H", "H"], "coordinates": [[-2.60939, 1.79759, 0.48591], [-3.88881, 1.73868, -0.34938], [2.92069, -0.39974, -1.90531], [1.17793, -3.32812, 0.91367], [0.37981, 1.16508, 1.70340], [0.05836, 1.92756, -0.73948], [-1.74335, 0.57522, 0.35324], [2.44140, -0.71744, -0.49130], [0.11787, -2.25245, 0.93104], [-0.21713, 0.82136, 0.32462], [-2.24607, 2.76507, 1.13121], [-0.07151, -1.32444, -1.68676], [0.62564, -0.98831, -0.42046], [-4.59890, 2.54889, -0.03876], [-3.75506, 2.10401, -1.45375], [-4.43641, 0.86701, -0.38762], [2.60077, -1.15844, -2.60540], [2.28566, 0.42547, -2.13565], [3.97730, -0.25555, -1.68348], [1.36480, -3.53607, -0.14123], [2.26459, -3.18855, 1.27394], [0.83766, -4.37371, 1.17901], [-0.35312, 0.85477, 2.44970], [0.41361, 2.23153, 1.79561], [1.39488, 0.85440, 1.75642], [-0.60963, 1.69542, -1.64969], [-0.11665, 2.91750, -0.39211], [1.09200, 1.96117, -1.12393], [-1.99919, -0.09929, 1.19293], [-1.99671, 0.08676, -0.64449], [2.66359, 0.13938, 0.07562], [2.75726, -1.66664, -0.02404], [0.08707, -1.55410, 1.81403], [-0.81897, -2.63406, 0.49251]], "smiles": "CCP(=O)(CC)C(C)(C)CC(C)=O", "e_homo_ev": -8.77, "gap_ev": 9.51, "spin_multiplicity": 1, "total_energy_ev": -24093.354, "de_lowest_kcal_mol": 42.8}

***

Record 2
{"formula": "C10H22", "method": "ωB97M-V/def2-TZVPD", "symbols": ["C", "C", "C", "C", "C", "C", "H", "H", "H", "H", "H", "H", "H", "H", "H", "H", "H", "H", "C", "C", "C", "C", "H", "H", "H", "H", "H", "H", "H", "H", "H", "H"], "coordinates": [[-0.46603, 4.28023, -0.28604], [0.89004, 3.91160, -0.89144], [-1.42661, 3.08991, -0.32792], [0.72825, 3.38801, -2.32007], [-1.58841, 2.56631, -1.75654], [-0.23233, 2.19769, -2.36193], [-0.90339, 5.11409, -0.86814], [-0.33623, 4.62923, 0.75645], [1.35643, 3.12209, -0.27128], [1.56392, 4.78980, -0.88099], [-2.41154, 3.37975, 0.08604], [-1.02014, 2.27915, 0.30682], [1.71318, 3.09815, -2.73399], [0.32181, 4.19876, -2.95483], [-2.05483, 3.35579, -2.37671], [-2.26226, 1.68810, -1.76696], [-0.36212, 1.84865, -3.40442], [0.20503, 1.36385, -1.77981], [1.37665, -3.20905, 2.28405], [0.75478, -4.77975, 0.42184], [-0.67393, -4.64978, 2.48667], [0.22342, -3.86795, 1.52757], [1.99658, -3.98619, 2.76191], [0.99387, -2.53340, 3.06737], [2.01184, -2.62601, 1.59615], [1.36394, -5.58409, 0.86745], [-0.07695, -5.23804, -0.13923], [1.38411, -4.21151, -0.28360], [-1.07603, -3.98771, 3.27190], [-1.51912, -5.10685, 1.94506], [-0.08952, -5.45187, 2.96805], [-0.38453, -3.06890, 1.05662]], "smiles": "C1CCCCC1.CC(C)C", "e_homo_ev": -10.56, "gap_ev": 11.39, "spin_multiplicity": 1, "total_energy_ev": -10727.374, "de_lowest_kcal_mol": 1.1}

***

Record 3
{"formula": "C10H22BF4N3O2P2S2Sn", "method": "ωB97M-V/def2-TZVPD", "symbols": ["Sn", "C", "C", "O", "P", "S", "S", "O", "C", "C", "H", "H", "H", "H", "H", "H", "H", "H", "H", "H", "C", "N", "C", "N", "C", "N", "C", "P", "C", "C", "H", "H", "H", "H", "H", "H", "H", "H", "H", "H", "H", "H", "F", "B", "F", "F", "F"], "coordinates": [[0.87211, 0.26394, 0.65155], [-5.16044, 3.26981, 1.32327], [-4.70879, 1.95947, 0.71626], [-3.31249, 2.07889, 0.34058], [-2.04297, 1.52193, 1.03406], [-0.49716, 2.69989, 0.49566], [-1.64046, -0.40864, 0.40329], [-2.35056, 1.53444, 2.57945], [-1.47893, 0.98768, 3.58804], [-2.31373, 0.75684, 4.83157], [-6.19557, 3.20536, 1.64653], [-5.06310, 4.07231, 0.59751], [-4.53668, 3.50183, 2.18213], [-5.22733, 1.75073, -0.22171], [-4.84576, 1.12910, 1.41068], [-0.67240, 1.70862, 3.78029], [-1.04035, 0.04160, 3.23135], [-2.78415, 1.68884, 5.13747], [-1.68131, 0.40181, 5.64015], [-3.07980, 0.01139, 4.63019], [1.43831, 0.61878, -5.26174], [2.44700, -0.07673, -4.48181], [2.37656, -1.50514, -4.73717], [1.04796, -2.00168, -4.42932], [0.05980, -1.31300, -5.23631], [0.11072, 0.11125, -4.95944], [-0.34521, 0.45464, -3.64701], [0.76929, -0.26385, -2.28899], [2.40260, 0.24760, -3.08854], [0.74554, -2.00492, -3.03101], [1.64102, 0.45584, -6.32329], [1.48170, 1.68902, -5.05005], [3.11818, -2.02743, -4.12862], [2.58655, -1.68419, -5.79525], [-0.93704, -1.70201, -5.02298], [0.28822, -1.47263, -6.29264], [-1.35783, 0.06807, -3.49357], [-0.37123, 1.54215, -3.53327], [3.21730, -0.26020, -2.56091], [2.52230, 1.32752, -2.95320], [-0.25331, -2.41953, -2.86378], [1.46778, -2.61774, -2.48397], [3.03371, -0.88866, 2.00394], [2.15531, -1.96802, 2.04003], [2.56579, -3.03776, 2.68652], [1.82663, -2.19558, 0.66374], [0.93926, -1.40853, 2.57734]], "e_homo_ev": [-11.97, -11.85], "s2": 0.770, "gap_ev": [8.04, 4.21], "spin_multiplicity": 2, "total_energy_ev": -76919.124, "total_charge": 1, "de_lowest_kcal_mol": 25.3}

***

Record 4
{"formula": "C10H22BFNO5S", "method": "ωB97M-V/def2-TZVPD", "symbols": ["C", "C", "O", "B", "O", "C", "C", "N", "S", "C", "O", "O", "C", "C", "F", "H", "H", "H", "H", "H", "H", "H", "H", "H", "H", "H", "H", "H", "H", "C", "C", "C", "O", "H", "H", "H", "H", "H", "H", "H", "H"], "coordinates": [[-0.39555, -1.74219, -2.41593], [-0.71807, -2.59501, -1.20136], [-0.66483, -1.79012, -0.00685], [0.27302, -2.01629, 0.93566], [0.39610, -3.25004, 1.49953], [1.28743, -0.83738, 1.38650], [2.41846, -0.69992, 0.34251], [2.83200, 0.72245, 0.50758], [4.39734, 1.34973, -0.07556], [4.38845, 0.75652, -1.72449], [4.22698, 2.75732, -0.03639], [5.35468, 0.67237, 0.71973], [1.97565, 1.42384, 1.13834], [0.73663, 0.58353, 1.38266], [0.01658, 0.84543, 0.20542], [-0.72117, -0.71867, -2.22616], [-0.93901, -2.09960, -3.28971], [0.66924, -1.73030, -2.66138], [-0.05509, -3.45711, -1.10841], [-1.73326, -2.98103, -1.28190], [1.23343, -3.42575, 1.94338], [1.73147, -0.99908, 2.37207], [2.11638, -0.90107, -0.68545], [3.26928, -1.32933, 0.60258], [5.19333, 1.29073, -2.22840], [3.41771, 0.97399, -2.16849], [4.55553, -0.31829, -1.71212], [2.15841, 2.46346, 1.39034], [0.09451, 0.88929, 2.20662], [-4.06639, 0.06551, 0.79708], [-4.04885, 1.57021, 1.01021], [-4.32929, 2.32829, -0.27569], [-2.79402, 1.97912, 1.56794], [-3.29154, -0.22387, 0.07972], [-3.86863, -0.45684, 1.73334], [-5.03020, -0.26789, 0.41151], [-4.79103, 1.84102, 1.76205], [-3.56386, 2.09900, -1.02389], [-4.31484, 3.40321, -0.09848], [-5.30061, 2.05723, -0.68967], [-2.11635, 1.76754, 0.91554]], "e_homo_ev": -12.43, "gap_ev": 7.40, "spin_multiplicity": 1, "total_energy_ev": -36677.792, "total_charge": 1}

***

Record 5
{"formula": "C10H22BO2SbSe6Tl", "method": "ωB97M-V/def2-TZVPD", "symbols": ["Tl", "Se", "Sb", "Se", "Se", "Se", "C", "Se", "C", "C", "Se", "C", "H", "H", "H", "H", "H", "H", "H", "H", "H", "H", "C", "C", "C", "O", "B", "O", "C", "C", "C", "H", "H", "H", "H", "H", "H", "H", "H", "H", "H", "H", "H"], "coordinates": [[1.09017, 0.51611, -2.04537], [3.74163, 3.90028, -0.32227], [3.38904, 2.76977, -2.41100], [3.65640, 0.14998, -2.25069], [0.80668, 2.84601, -3.06025], [4.57693, 3.47748, -4.37148], [-4.55627, 0.41009, -2.17466], [-2.85114, -0.31782, -1.57656], [-2.45317, -1.20748, -3.27162], [-1.56599, -2.43628, -3.12946], [0.35795, -2.09371, -3.35260], [1.03280, -2.93237, -1.73107], [-4.40084, 1.02336, -3.05677], [-4.94199, 1.03354, -1.37155], [-5.25567, -0.39448, -2.38351], [-2.02209, -0.48097, -3.95326], [-3.42467, -1.50510, -3.66200], [-1.80794, -3.14312, -3.91802], [-1.69490, -2.93362, -2.17390], [0.73194, -2.35917, -0.86412], [2.11411, -2.92928, -1.81690], [0.66338, -3.95271, -1.67442], [2.17887, -0.64606, 2.72117], [1.38624, 0.58798, 2.32109], [1.83884, 1.78920, 3.12468], [1.68694, 0.82130, 0.92474], [0.66951, 0.31180, 0.18199], [-0.38396, -0.13692, 0.94849], [-0.15623, 0.35527, 2.29602], [-0.95524, 1.64629, 2.42963], [-0.65617, -0.67927, 3.27989], [3.22683, -0.46506, 2.47953], [1.84932, -1.52315, 2.16065], [2.08839, -0.84962, 3.79124], [2.92593, 1.87078, 3.06008], [1.54510, 1.67802, 4.17625], [1.42814, 2.71481, 2.72135], [-0.58909, 2.40188, 1.73058], [-0.90161, 2.04668, 3.44627], [-1.99945, 1.43392, 2.18665], [-0.21138, -1.65673, 3.09441], [-1.74250, -0.77113, 3.19376], [-0.41487, -0.37051, 4.30301]], "e_homo_ev": -3.96, "gap_ev": 5.75, "spin_multiplicity": 1, "total_energy_ev": -418812.514, "total_charge": -1, "de_lowest_kcal_mol": 33.9}

***

Record 6
{"formula": "C10H22FO6PS", "method": "ωB97M-V/def2-TZVPD", "symbols": ["C", "C", "P", "C", "C", "O", "C", "O", "C", "C", "C", "S", "O", "O", "O", "C", "C", "F", "H", "H", "H", "H", "H", "H", "H", "H", "H", "H", "H", "H", "H", "H", "H", "H", "H", "H", "H", "H", "O", "H", "H"], "coordinates": [[0.43903, -3.88276, -1.60276], [-0.07051, -2.48407, -1.99373], [0.69826, -1.14139, -0.97362], [1.95484, -0.56245, -2.17454], [-0.64342, 0.18363, -1.14604], [-0.17512, 1.43157, -1.68330], [0.74663, 2.23521, -1.09680], [1.72643, 2.53399, -1.69543], [0.40139, 2.89232, 0.22262], [1.61241, 2.97554, 1.15386], [2.05256, 1.63214, 1.75223], [1.25450, 1.31832, 3.30060], [0.00951, 0.63216, 3.09050], [1.27461, 2.48297, 4.13421], [2.31604, 0.26508, 3.86621], [-1.41233, 0.29674, 0.16295], [-2.12067, -0.99132, 0.53008], [-2.35763, 1.32900, 0.00197], [1.30663, -4.17234, -2.20115], [0.72091, -3.92480, -0.54674], [-0.33315, -4.64031, -1.76443], [-1.15899, -2.43101, -1.90944], [0.16435, -2.27260, -3.04297], [2.64694, 0.13218, -1.69518], [1.54572, -0.07878, -3.06283], [2.52165, -1.45450, -2.46378], [-1.36670, -0.14868, -1.89927], [0.11932, 3.91559, -0.05451], [-0.47616, 2.45961, 0.69998], [2.45440, 3.37624, 0.58418], [1.40595, 3.68775, 1.95725], [1.81156, 0.77298, 1.11741], [3.12641, 1.61276, 1.94676], [1.98836, -0.07642, 4.71648], [-0.75794, 0.58758, 0.99010], [-1.46418, -1.62602, 1.13040], [-2.46592, -1.54241, -0.34796], [-3.00325, -0.74101, 1.12263], [-5.28300, -1.82954, -0.50371], [-5.48596, -1.01183, -0.96971], [-5.72346, -1.74112, 0.34747]], "smiles": "CCP(C)[C@H](OC(=O)CCCS(=O)(=O)O)[C@H](C)F.O", "e_homo_ev": -8.91, "gap_ev": 9.36, "spin_multiplicity": 1, "total_energy_ev": -45852.913}